DFT (the ωB97M-V functional and the def2-TZVPD basis) results for C4H6O2 in the gas phase at a distorted geometry.

## Properties
* charge: 0
* largest force on an atom: 0.02483 hartree/bohr
* structure (SMILES): CC(C=O)C=O
* energy above the lowest of the compared OMol25 structures with the same formula, charge and spin: 157.9 kJ/mol
* spin multiplicity: 1
* frontier orbital gap: 10.47 eV

XYZ file:
```
12
C4H6O2, DFT the ωB97M-V functional and the def2-TZVPD basis
C 1.08846 0.42026 -0.44088
C -0.43683 0.39596 0.12566
C -1.03782 -0.50264 -0.93061
O -1.61485 -0.09370 -1.90667
C -0.26941 -0.22735 1.48972
O 0.73331 -0.85707 1.72894
H 1.70929 1.13480 0.10832
H 1.63476 -0.54184 -0.33443
H 1.06344 0.63998 -1.50507
H -1.10506 1.29046 0.18242
H -0.74420 -1.55978 -0.80922
H -1.02110 -0.09908 2.29182
```

---

DFT (the ωB97M-V functional and the def2-TZVPD basis) results for C4H6O2 in the gas phase.

## Properties
* charge: 0
* largest force on an atom: 0.01797 hartree/bohr
* structure (SMILES): O=CC1(O)CC1
* energy above the lowest of the compared OMol25 structures with the same formula, charge and spin: 246.4 kJ/mol
* spin multiplicity: 1
* frontier orbital gap: 10.62 eV

XYZ file:
```
12
C4H6O2, DFT the ωB97M-V functional and the def2-TZVPD basis
O -0.30773 1.32256 -2.20554
C -0.65512 0.93692 -1.12263
C -0.29424 -0.26574 -0.30690
O -1.45834 -0.89658 0.15601
C 0.97056 -0.99279 0.04244
C 0.61859 0.29543 0.74549
H -1.26171 1.56172 -0.42109
H -1.59983 -0.67656 1.08477
H 1.86950 -0.94992 -0.56388
H 0.79239 -1.96095 0.50591
H 1.23178 1.12956 0.41109
H 0.09416 0.49635 1.67434
```

---

DFT (the ωB97M-V functional and the def2-TZVPD basis) results for C4H6O2 in the gas phase.

## Properties
* charge: 0
* largest force on an atom: 0.00670 hartree/bohr
* structure (SMILES): O[C@H]1[C@H]2CO[C@@H]12
* energy above the lowest of the compared OMol25 structures with the same formula, charge and spin: 283.2 kJ/mol
* spin multiplicity: 1
* frontier orbital gap: 10.29 eV

XYZ file:
```
12
C4H6O2, DFT the ωB97M-V functional and the def2-TZVPD basis
O -0.62635 0.95733 -1.52203
C -0.07177 1.11108 -0.25882
C -0.32246 0.12566 0.86175
C -0.36079 -1.24118 0.18727
O 0.95353 -1.03154 -0.39222
C 1.04582 0.25351 0.22815
H -0.45543 0.04444 -1.79214
H -0.05551 2.15847 0.03052
H -0.67183 0.40670 1.84867
H -0.38845 -2.14642 0.80180
H -1.12437 -1.31278 -0.59879
H 2.01212 0.59683 0.59342
```

---

DFT (the ωB97M-V functional and the def2-TZVPD basis) results for C4H6O2 in the gas phase.

## Properties
* charge: 0
* largest force on an atom: 0.01117 hartree/bohr
* energy above the lowest of the compared OMol25 structures with the same formula, charge and spin: 410.6 kJ/mol
* spin multiplicity: 1
* frontier orbital gap: 8.86 eV

XYZ file:
```
12
C4H6O2, DFT the ωB97M-V functional and the def2-TZVPD basis
O -1.88140 0.87574 -0.35086
C -1.46571 -0.41417 -0.21888
C 0.87894 0.23154 -0.64053
C -0.18585 -0.76275 -0.32943
C 1.62658 -0.06904 1.57949
O 1.66572 0.67224 0.51278
H -2.83621 0.91966 -0.23926
H -2.24048 -1.15218 -0.01793
H 1.60732 -0.15939 -1.35716
H 0.45130 1.15041 -1.04389
H 0.08409 -1.79851 -0.16499
H 2.29570 0.50645 2.27066
```

---

DFT (the ωB97M-V functional and the def2-TZVPD basis) results for C4H6O2 in the gas phase at a distorted geometry.

## Properties
* charge: 0
* largest force on an atom: 0.09700 hartree/bohr
* structure (SMILES): C=C(C)OC=O
* energy above the lowest of the compared OMol25 structures with the same formula, charge and spin: 174.8 kJ/mol
* spin multiplicity: 1
* frontier orbital gap: 11.06 eV

XYZ file:
```
12
C4H6O2, DFT the ωB97M-V functional and the def2-TZVPD basis
C 0.16526 1.43703 -0.15907
C 0.40454 0.18381 -0.18329
C 1.49303 -0.82233 0.37314
O -0.70522 -0.59932 -0.82121
C -1.86848 -0.44093 -0.22923
O -2.11191 -0.04487 0.86831
H 0.95265 2.18381 0.10163
H -0.80996 1.90440 -0.26934
H 2.06968 -0.37325 1.13118
H 2.05273 -1.03589 -0.53709
H 1.05602 -1.75060 0.71960
H -2.69835 -0.64186 -0.99463
```

---

DFT (the ωB97M-V functional and the def2-TZVPD basis) results for C4H6O2 in the gas phase.

## Properties
* charge: 0
* largest force on an atom: 0.00663 hartree/bohr
* structure (SMILES): O[C@H]1C[C@H]2O[C@@H]12
* energy above the lowest of the compared OMol25 structures with the same formula, charge and spin: 241.2 kJ/mol
* spin multiplicity: 1
* frontier orbital gap: 10.98 eV

XYZ file:
```
12
C4H6O2, DFT the ωB97M-V functional and the def2-TZVPD basis
O -0.33849 1.20726 -1.58138
C 0.14436 0.85004 -0.32277
C -0.83453 0.15449 0.68385
C 0.16298 -0.99523 0.76212
O 0.27360 -1.50458 -0.56593
C 1.06403 -0.37160 -0.20991
H -0.80322 0.43222 -1.92595
H 0.60415 1.74261 0.11029
H -0.98327 0.72101 1.60583
H -1.80369 -0.13403 0.26441
H 0.38468 -1.67245 1.58009
H 2.13882 -0.45501 -0.34139
```

---

DFT (the ωB97M-V functional and the def2-TZVPD basis) results for C4H6O2 in the gas phase.

## Properties
* charge: 0
* largest force on an atom: 0.01113 hartree/bohr
* structure (SMILES): CCC(=O)C=O
* energy above the lowest of the compared OMol25 structures with the same formula, charge and spin: 94.7 kJ/mol
* spin multiplicity: 1
* frontier orbital gap: 9.52 eV

XYZ file:
```
12
C4H6O2, DFT the ωB97M-V functional and the def2-TZVPD basis
C -1.65067 -0.11448 0.77654
C -0.14615 -0.36654 0.86344
C 0.51813 0.07985 -0.41569
O -0.07546 0.21911 -1.46286
C 2.00758 0.44183 -0.44854
O 2.64123 0.79350 0.51299
H -1.86350 0.95897 0.74181
H -2.04120 -0.54820 -0.14910
H -2.19341 -0.54640 1.62151
H 0.05345 -1.44302 0.97365
H 0.34327 0.10880 1.72243
H 2.40646 0.42460 -1.48498
```

---

DFT (the ωB97M-V functional and the def2-TZVPD basis) results for C4H6O2 in the gas phase.

## Properties
* charge: 0
* largest force on an atom: 0.01500 hartree/bohr
* structure (SMILES): O=C[C@@H]1C[C@@H]1O
* energy above the lowest of the compared OMol25 structures with the same formula, charge and spin: 216.5 kJ/mol
* spin multiplicity: 1
* frontier orbital gap: 10.54 eV

XYZ file:
```
12
C4H6O2, DFT the ωB97M-V functional and the def2-TZVPD basis
O 2.11493 0.93330 0.80441
C 1.28300 0.17137 1.23703
C 0.34955 -0.54229 0.29465
C 0.25417 0.03144 -1.08107
C -1.01297 -0.22549 -0.28150
O -1.72144 0.89952 0.14354
H 1.28707 -0.06065 2.32048
H 0.48264 -1.62681 0.30078
H 0.73746 -0.49877 -1.89728
H 0.44423 1.10291 -1.10864
H -1.66246 -1.10010 -0.39048
H -2.55618 0.91558 -0.34192
```

---

DFT (the ωB97M-V functional and the def2-TZVPD basis) results for a molecular structure, C4H6O2 at a distorted geometry.

## Properties
* charge: 0
* largest force on an atom: 0.06849 hartree/bohr
* energy above the lowest of the compared OMol25 structures with the same formula, charge and spin: 464.1 kJ/mol
* spin multiplicity: 1
* frontier orbital gap: 9.99 eV

XYZ file:
```
12
C4H6O2, DFT the ωB97M-V functional and the def2-TZVPD basis
O -0.75724 -0.94743 2.32249
C -0.04336 -0.56963 1.42841
C -0.51756 0.30491 0.30123
C 0.52956 1.13944 -0.46580
O 0.12718 0.53321 -1.71703
C -0.53825 -0.46475 -1.01773
H 1.01328 -0.90128 1.33424
H -1.41149 0.86174 0.59668
H 0.42274 2.22845 -0.47172
H 1.56814 0.85828 -0.23486
H 0.32261 -1.56488 -0.72152
H -0.71563 -1.47806 -1.35439
```

---

DFT (the ωB97M-V functional and the def2-TZVPD basis) results for C4H6O2 in the gas phase.

## Properties
* charge: 0
* largest force on an atom: 0.01018 hartree/bohr
* structure (SMILES): C[C@]12O[C@H]1[C@@H]2O
* energy above the lowest of the compared OMol25 structures with the same formula, charge and spin: 396.2 kJ/mol
* spin multiplicity: 1
* frontier orbital gap: 9.90 eV

XYZ file:
```
12
C4H6O2, DFT the ωB97M-V functional and the def2-TZVPD basis
C -1.39242 0.66009 0.27599
C -0.25899 -0.01151 -0.40047
O -0.02867 -0.13360 -1.82109
C 0.69180 -0.96227 -0.89752
C 1.16167 0.12127 0.01420
O 1.35735 -0.32094 1.32349
H -1.09368 0.83681 1.31584
H -1.41757 1.63851 -0.21935
H -2.38365 0.21101 0.23348
H 0.91713 -2.01307 -1.01891
H 1.74862 1.00097 -0.23802
H 0.69840 -1.02727 1.43237
```

---

Number 1: E -8338.8246 eV, E_HOMO -10.0 eV. Number 2: E -8337.9071 eV, E_HOMO -9.9 eV. Number 3: E -8337.5257 eV, E_HOMO -9.3 eV. Number 4: E -8336.2053 eV, E_HOMO -8.3 eV. Number 5: E -8338.6494 eV, E_HOMO -10.1 eV. Number 6: E -8337.9610 eV, E_HOMO -9.9 eV. Number 7: E -8339.4798 eV, E_HOMO -9.9 eV. Number 8: E -8338.2168 eV, E_HOMO -9.8 eV. Number 9: E -8335.6509 eV, E_HOMO -9.2 eV. Number 10: E -8336.3553 eV, E_HOMO -9.0 eV.